C36H98N4O15 | ωB97M-V/def2-TZVPD

Structure (XYZ):
```
153
Properties=species:S:1:pos:R:3:forces:R:3:lowdin_charge:R:1
C -15.438665 28.265010 3.612974 0.7 1.9 2.8 -0.023
C -16.349421 29.256780 4.452501 -1.5 -1.0 0.1 -0.425
C -17.794758 28.564494 4.458630 -0.4 1.8 0.5 -0.125
C -18.771580 29.184615 5.499899 2.1 -0.5 1.1 -0.157
C -18.119834 29.250345 6.918891 0.3 -0.1 -0.1 -0.125
C -16.718941 29.960273 6.970154 0.1 1.3 0.1 -0.502
N -15.876947 29.443925 5.894883 -1.1 -2.3 -1.4 -0.122
O -14.567611 29.912044 5.932039 -0.1 0.4 -0.2 -0.004
C -16.984502 31.493449 6.942847 -0.5 0.2 -0.1 -0.043
C -16.077890 29.665440 8.336163 -0.6 -0.9 0.4 -0.043
C -16.451657 30.616770 3.692228 -0.9 -0.4 0.5 -0.038
H -14.923161 27.656454 4.355949 -0.4 -0.7 -0.1 0.078
H -14.626545 28.955175 3.384451 0.2 -0.5 -1.4 0.068
H -15.960982 27.690357 2.848071 0.3 0.5 -0.1 0.085
H -18.284386 28.831396 3.522091 0.4 -0.2 -0.5 0.104
H -17.816557 27.475422 4.498023 0.6 0.0 0.3 0.112
H -19.688694 28.597228 5.544375 -0.1 0.3 -0.1 0.108
H -18.930327 30.234220 5.252442 -0.6 -0.1 -0.3 0.092
H -17.979167 28.306909 7.446388 -0.1 -0.5 -0.6 0.107
H -18.833077 29.753614 7.571661 0.2 0.5 0.1 0.110
H -17.637978 31.810038 7.755758 -0.4 -0.5 0.1 0.076
H -16.159931 32.178362 7.140520 0.6 -0.4 -0.7 0.082
H -17.522122 31.734267 6.025744 0.3 0.4 0.0 0.054
H -16.749264 30.169360 9.031450 0.0 -0.4 0.4 0.080
H -16.082820 28.583850 8.471147 -0.4 -0.1 0.3 0.078
H -15.070935 29.909204 8.674892 0.2 0.8 -1.1 0.079
H -16.774195 30.454339 2.663780 0.3 -0.1 -0.1 0.088
H -15.554543 31.235795 3.682252 0.2 -0.2 0.0 0.077
H -17.250642 31.207601 4.140147 0.1 0.1 0.0 0.055
H -14.660099 30.713439 5.411638 0.7 0.7 0.0 0.074
C -27.829352 29.902907 11.492357 -0.6 0.6 1.2 -0.033
C -27.224869 30.922751 10.495895 0.8 -1.1 0.2 -0.501
C -26.570288 30.141091 9.325937 -2.3 -1.4 -0.4 -0.154
C -27.716555 29.557791 8.466856 1.6 1.2 -1.0 -0.185
C -28.451932 30.763328 7.820959 0.0 -0.6 2.1 -0.098
C -29.205534 31.591759 8.965522 0.0 1.7 -1.0 -0.467
N -28.245487 31.890803 10.049317 2.4 0.0 -1.0 -0.112
O -28.696880 32.716276 11.117099 -0.5 -1.0 -0.3 -0.006
C -29.545624 33.005412 8.324788 0.7 -0.3 0.5 -0.037
C -30.423971 30.931946 9.556818 0.0 -1.0 -0.3 -0.035
C -26.001040 31.568546 11.109187 0.0 1.3 1.2 -0.059
H -28.156656 30.496723 12.345796 -0.3 0.3 0.1 0.079
H -27.190882 29.180866 12.001379 0.6 -0.1 -0.7 0.084
H -28.733301 29.379459 11.180938 0.2 0.0 -0.4 0.063
H -25.847585 30.622784 8.667323 -0.2 0.7 0.3 0.119
H -26.080670 29.242005 9.700119 0.3 0.3 0.6 0.115
H -28.282550 28.825935 9.043153 -0.4 0.3 -0.2 0.101
H -27.177611 29.040363 7.673193 -0.4 -0.4 -0.2 0.102
H -29.005754 30.387075 6.960840 -0.9 0.5 0.3 0.114
H -27.701330 31.442735 7.417085 0.1 0.0 0.0 0.108
H -28.630008 33.514038 8.023051 0.4 -0.3 0.1 0.072
H -30.124268 33.008363 7.401067 -0.5 -0.4 0.3 0.078
H -29.945638 33.683131 9.078971 -0.6 -0.2 -0.1 0.068
H -30.701793 31.321294 10.536273 -0.1 0.5 -0.3 0.087
H -31.241329 30.926635 8.835707 -0.2 0.0 0.2 0.087
H -30.143868 29.900146 9.769057 -0.3 -0.2 -0.2 0.059
H -25.645709 32.356603 10.445264 0.4 -0.3 -0.2 0.088
H -25.241144 30.829505 11.363127 0.1 -0.1 -0.6 0.088
H -26.135386 32.080177 12.062225 -0.6 0.1 0.2 0.076
H -28.531564 33.614804 10.822267 0.2 0.1 -0.1 0.096
C -11.561826 37.130528 13.945813 -0.8 -0.3 1.5 -0.028
C -12.604739 36.062107 13.455598 0.9 0.0 -0.8 -0.510
C -12.606554 34.841554 14.399175 0.6 1.4 0.1 -0.134
C -13.406318 35.143805 15.639255 -0.5 -0.5 0.0 -0.188
C -14.846731 35.526535 15.336329 0.9 0.9 -1.0 -0.133
C -15.002586 36.756299 14.344599 2.2 -1.4 1.7 -0.466
N -13.921457 36.640265 13.265197 -3.1 -2.2 0.1 -0.111
O -13.866520 37.821044 12.533831 0.4 0.1 0.2 -0.017
C -16.436294 36.563973 13.899124 -0.4 1.2 -1.7 -0.053
C -14.756273 38.049365 15.104311 -1.2 -0.1 0.6 -0.038
C -12.087454 35.574988 12.093372 -0.5 0.2 -1.0 -0.046
H -11.870550 37.543284 14.906246 -0.3 0.0 0.3 0.062
H -11.450387 38.028892 13.338666 0.5 -0.5 -0.5 0.085
H -10.640970 36.625053 14.236712 0.3 0.3 -0.8 0.088
H -12.848335 33.882243 13.941610 -0.2 0.3 -0.3 0.125
H -11.550465 34.856101 14.668545 0.1 -0.9 0.2 0.110
H -12.879360 35.933559 16.174707 -0.2 -0.1 0.4 0.108
H -13.483043 34.235211 16.236474 0.4 0.1 0.4 0.113
H -15.352501 35.759584 16.273341 -0.3 0.0 -0.2 0.118
H -15.347148 34.704381 14.824710 0.0 -0.3 0.3 0.114
H -16.849101 37.488344 13.495122 0.2 0.1 -0.6 0.078
H -16.443048 35.793067 13.128566 -0.2 0.1 0.0 0.090
H -17.215247 36.339925 14.627909 0.7 -0.4 0.7 0.088
H -14.919383 38.922246 14.472198 0.3 0.0 0.1 0.085
H -15.528310 38.075195 15.873337 -0.1 0.3 0.2 0.088
H -13.811954 38.071867 15.648243 0.1 0.1 -0.3 0.075
H -12.750751 34.832520 11.649667 -0.2 -0.2 0.3 0.082
H -11.082899 35.152765 12.066952 0.1 0.1 0.5 0.086
H -12.113118 36.386566 11.366200 0.2 0.2 0.1 0.077
H -13.292130 38.279065 13.151805 0.1 1.5 -0.5 0.055
C -17.791876 20.799977 7.849827 -1.0 -0.4 -0.8 -0.035
C -17.865829 19.294512 8.223413 1.3 1.1 2.2 -0.481
C -18.426151 19.351608 9.713692 0.3 0.5 -0.2 -0.136
C -19.911867 19.710126 9.854684 1.8 -1.1 0.6 -0.202
C -20.668292 18.749375 9.002780 -0.8 0.0 -0.2 -0.159
C -20.163134 18.518627 7.558187 -1.6 0.5 -1.4 -0.453
N -18.699682 18.395191 7.437715 -0.4 -0.7 1.6 -0.109
O -18.277183 18.169573 6.102422 -0.2 0.7 0.9 0.004
C -20.837313 17.200476 6.976959 1.1 0.9 0.9 -0.027
C -20.742210 19.668450 6.650128 -0.9 -0.6 0.4 -0.041
C -16.419813 18.738187 8.333127 -0.5 -0.2 0.1 -0.033
H -17.505620 20.903066 6.803147 0.0 0.4 -0.1 0.080
H -17.150865 21.435839 8.460469 0.4 -0.6 0.1 0.085
H -18.785939 21.210845 8.026227 -0.1 0.2 -0.5 0.058
H -18.163504 18.436731 10.244849 -0.5 -0.4 -0.2 0.112
H -17.913762 20.099765 10.318517 0.7 0.2 -0.5 0.113
H -20.156289 20.764099 9.722391 0.2 0.0 -0.5 0.109
H -20.151020 19.491091 10.895319 -0.2 0.2 0.1 0.113
H -21.649500 19.222079 9.046117 -0.6 -0.7 -1.0 0.119
H -20.774925 17.791797 9.512478 0.2 -0.1 0.0 0.122
H -20.803371 17.214100 5.887568 -0.1 -0.1 0.1 0.074
H -20.269020 16.350529 7.354764 0.0 -0.1 -0.1 0.081
H -21.854822 17.123284 7.360134 -0.1 0.1 -0.2 0.077
H -21.812882 19.516979 6.512912 -0.2 -0.8 -0.2 0.076
H -20.865318 20.670282 7.061563 1.3 0.3 0.0 0.074
H -20.310902 19.567034 5.654246 0.1 0.7 0.0 0.074
H -16.444291 17.882812 9.008284 0.1 -0.3 -0.2 0.075
H -15.733502 19.447922 8.795020 -0.2 0.3 -0.1 0.079
H -15.990379 18.437218 7.377566 -0.2 0.0 0.0 0.075
H -18.374616 19.051742 5.736526 0.2 0.2 -0.8 0.073
O -12.984639 20.382658 3.148773 -0.1 0.0 -0.2 -0.054
H -12.461776 20.963386 3.701591 0.2 0.2 0.1 0.026
H -13.248030 19.669999 3.730990 -0.1 -0.2 0.1 0.027
O -18.931895 23.810675 -2.318230 0.2 0.1 0.0 -0.054
H -18.939242 23.176437 -3.035115 0.1 -0.2 -0.2 0.028
H -19.854739 23.929833 -2.093754 -0.3 0.1 0.1 0.025
O -21.640358 35.747044 6.276975 -0.1 0.1 -0.1 -0.054
H -21.803728 34.812945 6.407354 -0.1 -0.2 0.0 0.027
H -20.847687 35.924988 6.783185 0.2 0.1 0.1 0.027
O -17.696211 38.070400 8.848665 -0.1 -0.2 -0.2 -0.056
H -16.875908 38.096396 9.341275 0.3 0.0 0.1 0.028
H -18.148368 38.878018 9.092669 -0.1 0.2 0.0 0.029
O -15.698502 37.008312 4.507475 0.1 0.2 -0.1 -0.053
H -16.279062 37.050853 5.267323 -0.2 0.1 0.2 0.026
H -15.476678 36.080698 4.426585 0.1 -0.2 -0.1 0.026
O -10.973460 26.591487 8.941962 0.1 -0.2 0.0 -0.053
H -10.407737 27.321225 8.689602 0.2 0.2 0.0 0.028
H -11.859972 26.950343 8.902606 -0.3 0.1 0.0 0.027
O -18.086248 28.363026 -4.071824 -0.1 0.3 0.0 -0.055
H -17.679567 28.070888 -4.887609 0.1 0.0 -0.2 0.029
H -18.036464 27.602299 -3.492989 0.0 -0.2 0.2 0.028
O -10.002658 23.292036 5.653273 -0.1 -0.2 -0.1 -0.054
H -10.158402 24.148294 6.051751 -0.1 0.2 0.2 0.026
H -9.106589 23.341676 5.320354 0.2 0.0 -0.1 0.028
O -22.840985 25.770883 -0.984017 0.2 -0.1 0.1 -0.054
H -23.132375 26.614260 -1.330464 0.0 0.3 -0.1 0.029
H -23.533560 25.157903 -1.230665 -0.2 -0.2 0.0 0.027
O -17.854497 35.619745 -0.881385 0.1 -0.2 -0.1 -0.055
H -17.798189 36.564982 -1.021352 0.1 0.2 -0.1 0.029
H -18.633504 35.503669 -0.337412 -0.2 -0.1 0.1 0.027
O -17.288922 32.740424 -4.632791 0.1 0.1 -0.2 -0.054
H -17.638726 31.852381 -4.560385 -0.1 -0.3 0.0 0.023
H -17.207976 33.041027 -3.727615 0.0 0.1 0.2 0.027
```
Forces are in eV/Å.

ΔE to the lowest compared entry with this formula, charge and spin in kcal/mol: 117.8
HOMO in hartree: -0.3011
Calculated total energy in Ha: -2777.7016
F_max in eV/Å: 3.8
Total charge: 0

=====

C12H19AsMnN2O6S2 | ωB97M-V/def2-TZVPD

Structure (XYZ):
```
43
Properties=species:S:1:pos:R:3:forces:R:3:lowdin_charge:R:1
Mn 0.203450 0.086883 -0.396466 0.5 0.3 -1.2 0.475
C 2.408989 -1.774415 -1.335392 0.0 0.1 0.1 -0.161
C 3.006962 -0.846398 -0.280951 0.0 0.0 0.0 -0.154
N 2.338080 0.461284 -0.293315 -0.3 -0.1 0.2 -0.137
C 2.821607 1.462403 -1.242928 -0.1 0.1 0.0 -0.232
C 2.341739 1.240049 -2.675392 0.0 0.0 0.1 -0.406
S 0.546931 0.915148 -2.774482 -0.1 0.0 0.2 0.982
C 0.516007 -0.737830 -3.549721 0.0 0.0 0.0 -0.401
C 0.263990 -1.884116 -2.565723 0.0 0.1 0.0 -0.241
N 0.947859 -1.672609 -1.289365 -0.3 0.0 0.0 -0.148
H 2.746881 -2.800965 -1.169659 0.0 0.0 0.0 0.129
H 2.749827 -1.491498 -2.330320 0.0 0.0 0.0 0.100
H 4.090274 -0.752581 -0.418024 0.0 0.0 0.0 0.124
H 2.826340 -1.273256 0.706769 0.0 0.0 0.0 0.132
H 2.357477 0.843544 0.647369 0.1 0.0 0.0 0.104
H 3.917292 1.514561 -1.244096 0.0 0.0 0.0 0.124
H 2.447299 2.425974 -0.894131 0.0 0.0 0.0 0.128
H 2.866979 0.416104 -3.153413 0.0 0.0 0.0 0.065
H 2.551338 2.134444 -3.260831 0.0 0.0 0.0 0.078
H 1.452415 -0.856112 -4.094202 0.0 0.0 0.0 0.070
H -0.279033 -0.718921 -4.293026 0.0 0.0 0.0 0.079
H 0.554121 -2.830598 -3.037497 0.0 0.0 0.0 0.126
H -0.799890 -1.922500 -2.337735 0.0 0.0 0.0 0.106
H 0.530443 -2.278280 -0.578768 0.0 0.0 0.0 0.100
O -3.582096 -1.847122 0.392018 0.0 0.0 0.0 -0.237
As -2.116871 -0.874116 0.503539 0.0 -0.3 0.4 0.895
O -1.845413 -0.113012 -0.952804 0.2 0.0 0.0 -0.481
O -0.759769 -1.777404 0.799095 -0.1 0.0 0.1 -0.456
C -2.549575 0.232569 2.030135 -0.1 0.0 0.0 -0.215
C -3.739183 -0.050789 2.689306 0.0 0.0 0.0 -0.082
C -4.093069 0.637323 3.843709 0.0 0.0 0.0 -0.068
C -3.257715 1.616534 4.347532 0.0 0.0 0.0 -0.062
C -2.067536 1.910909 3.695363 0.0 0.0 0.0 -0.051
C -1.709455 1.226873 2.546388 0.1 0.0 0.0 -0.244
S -0.147453 1.686477 1.804090 0.0 0.0 0.1 0.502
O -0.442311 1.926650 0.369003 0.2 -0.1 0.0 -0.371
O 0.335174 2.832629 2.518017 0.0 0.0 0.0 -0.287
O 0.707278 0.489034 1.862375 -0.1 0.1 0.3 -0.351
H -3.792429 -1.977755 -0.540065 0.0 0.0 0.0 0.048
H -4.394493 -0.815384 2.298395 0.0 0.0 0.0 0.095
H -5.023373 0.399865 4.342766 0.0 0.0 0.0 0.106
H -3.524934 2.157565 5.245583 0.0 0.0 0.0 0.108
H -1.404151 2.678838 4.066849 0.0 0.0 0.0 0.110
```
Forces are in eV/Å.

2S+1: 2
ΔE to the lowest compared entry with this formula, charge and spin in kcal/mol: 6.1
HOMO (spin up / spin down) in hartree: -0.3141 / -0.2916
Calculated total energy in Ha: -5212.7953
F_max in eV/Å: 1.3
Total charge: 0